ORCA calculation (ωB97M-V/def2-TZVPD) on a structure of composition C19H27IN4O3PSTi.

Values from the calculation:
LUMO level (spin up / spin down), Ha: -0.3956 / -0.3956
HOMO (spin up / spin down), hartree: -0.6291 / -0.6291
Energy, hartree: -3070.72530

```
! RIJCOSX wB97M-V def2-TZVPD def2/J DEFGRID3
* xyz 3 1
Ti -0.1077 -0.4501 0.7596
C 1.3811 5.0883 -0.0455
C 1.9594 3.7639 -0.3483
N 3.1621 3.5291 -0.7577
N 3.2525 2.1903 -0.9216
C 2.1312 1.5604 -0.6133
S 1.7531 -0.0987 -0.7386
N 1.2880 2.5441 -0.2379
N -0.0296 2.2715 0.1380
H 2.1866 5.8180 -0.0105
H 0.8603 5.0970 0.9135
H 0.6804 5.3964 -0.8246
H 4.1084 1.7862 -1.2807
H -0.2948 2.9445 0.8540
H -0.6338 2.4516 -0.6628
I -2.5092 -0.3676 -0.7031
C -2.4417 -2.5338 -0.5393
C -3.5633 -3.2282 -0.8868
C -3.4964 -4.6328 -0.8955
C -2.3158 -5.2630 -0.6094
C -1.1550 -4.5315 -0.2699
C 0.0873 -5.1778 -0.0626
C 1.2283 -4.4629 0.2104
C 1.1535 -3.0776 0.3786
C -0.0459 -2.3869 0.2314
C -1.2118 -3.1091 -0.1813
H -4.4844 -2.7364 -1.1712
H -4.3781 -5.2008 -1.1588
H -2.2504 -6.3430 -0.6548
H 0.1364 -6.2564 -0.1521
H 2.1838 -4.9601 0.3050
H 2.0744 -2.5519 0.5962
C 0.5728 2.1693 6.0191
C -0.4967 1.1195 5.8159
O -0.2472 0.2700 4.6168
P -0.4470 0.8079 3.1661
O -1.2036 -0.5578 2.4453
C -2.2751 -1.3647 3.0750
C -1.7026 -2.6677 3.5855
O 0.9627 0.2900 2.3111
C 1.8779 -0.7377 2.8890
C 2.8345 -0.1526 3.8996
H 0.2314 2.8720 6.7786
H 0.7510 2.7307 5.0975
H 1.5097 1.7429 6.3705
H -1.4821 1.5724 5.7132
H -0.5218 0.4092 6.6367
H -3.0334 -1.5208 2.3104
H -2.7018 -0.7739 3.8838
H -1.2091 -3.2141 2.7808
H -2.5120 -3.2847 3.9753
H -0.9940 -2.4879 4.3937
H 2.4446 -1.1000 2.0342
H 1.2733 -1.5424 3.3087
H 3.3472 0.7155 3.4842
H 3.5863 -0.9056 4.1368
H 2.3388 0.1262 4.8225
*
```

=====

ORCA calculation (ωB97M-V/def2-TZVPD) on the molecule C19H27N3O2.

Values from the calculation:
SMILES string: O=C(NC1CCCC1)C1CCN(C(=O)NCc2ccccc2)CC1
LUMO level, Ha: 0.0258
HOMO, hartree: -0.3328
Energy, hartree: -1055.01702

```
! RIJCOSX wB97M-V def2-TZVPD def2/J DEFGRID3
* xyz 0 1
O -2.0778 -2.5860 0.6166
C -2.1115 -1.5337 0.0085
N -1.0459 -0.9770 -0.5981
C 0.3087 -1.4891 -0.5381
C 0.8791 -1.5655 0.8882
C 1.9608 -2.6566 0.8384
C 1.8761 -3.2741 -0.5662
C 0.4769 -2.9191 -1.0555
C -3.4192 -0.7332 -0.0645
C -3.5429 0.0748 1.2350
C -2.3863 1.0707 1.3537
N -2.1105 1.6782 0.0672
C -0.9808 2.3929 -0.2346
O -0.8054 2.8716 -1.3424
N -0.0808 2.5557 0.7802
C 1.2254 3.1302 0.5082
C 2.2453 2.0730 0.1672
C 3.1024 1.5659 1.1351
C 4.0131 0.5731 0.8158
C 4.0708 0.0739 -0.4741
C 3.2143 0.5694 -1.4431
C 2.3052 1.5630 -1.1242
C -3.1933 1.6491 -0.8943
C -3.5718 0.2086 -1.2678
H -1.1585 -0.0647 -1.0090
H 0.9238 -0.8134 -1.1398
H 0.0780 -1.8598 1.5655
H 1.2793 -0.6038 1.2093
H 2.9503 -2.2399 1.0230
H 1.7679 -3.4131 1.5978
H 2.6189 -2.8148 -1.2211
H 2.0503 -4.3485 -0.5539
H -0.2695 -3.5557 -0.5824
H 0.3727 -2.9862 -2.1375
H -4.2140 -1.4847 -0.0768
H -3.5192 -0.5992 2.0919
H -4.5012 0.5961 1.2421
H -2.6277 1.8368 2.1053
H -1.4997 0.5221 1.6928
H -0.1511 1.9864 1.6062
H 1.5375 3.6994 1.3882
H 1.0917 3.8083 -0.3376
H 3.0630 1.9559 2.1431
H 4.6789 0.1901 1.5756
H 4.7838 -0.6980 -0.7240
H 3.2586 0.1837 -2.4514
H 1.6323 1.9540 -1.8734
H -4.0607 2.1681 -0.4697
H -2.8591 2.2063 -1.7710
H -2.9676 -0.1462 -2.1041
H -4.6109 0.2050 -1.6006
*
```

=====

ORCA calculation (ωB97M-V/def2-TZVPD) on the molecule C19H27N3O2S2.

Values from the calculation:
SMILES string: C[C@@H]1CCCC[C@@H]1NC(=O)CCCCCn1c(=S)[nH]c2ccsc2c1=O
LUMO level, Ha: -0.0015
HOMO, hartree: -0.3149
Energy, hartree: -1851.41804

```
! RIJCOSX wB97M-V def2-TZVPD def2/J DEFGRID3
* xyz 0 1
C -2.5062 3.6760 2.0291
C -1.0821 3.5641 1.4922
C -1.0252 3.8993 0.0007
C 0.4044 3.8108 -0.5247
C 0.9743 2.4168 -0.2887
C 0.9194 2.0504 1.1920
C -0.4978 2.1644 1.7617
N -1.3451 1.1162 1.2342
C -2.0722 0.2893 2.0133
O -2.1184 0.3840 3.2224
C -2.8181 -0.7978 1.2509
C -2.1104 -2.1424 1.4466
C -0.6901 -2.1244 0.8882
C -0.0043 -3.4803 1.0375
C 1.4813 -3.4211 0.6812
N 1.7004 -2.9774 -0.6891
C 1.5769 -3.8958 -1.6937
S 1.2287 -5.4863 -1.4491
N 1.7627 -3.4687 -2.9787
C 2.0558 -2.1723 -3.2835
C 2.2605 -1.5993 -4.5581
C 2.5323 -0.2693 -4.4631
S 2.5488 0.3210 -2.8521
C 2.1791 -1.2577 -2.2544
C 2.0227 -1.6225 -0.8685
O 2.1496 -0.8732 0.0745
H -3.1785 3.0277 1.4711
H -2.5417 3.3778 3.0737
H -2.8662 4.6989 1.9439
H -0.4499 4.2802 2.0285
H -1.6661 3.2101 -0.5548
H -1.4159 4.9072 -0.1571
H 0.4258 4.0486 -1.5908
H 1.0241 4.5457 -0.0062
H 0.4115 1.6868 -0.8760
H 2.0099 2.3698 -0.6296
H 1.2924 1.0341 1.3249
H 1.5701 2.7249 1.7511
H -0.4764 1.9969 2.8447
H -1.3193 0.9698 0.2391
H -3.8272 -0.8639 1.6602
H -2.8842 -0.5557 0.1882
H -2.6878 -2.9303 0.9568
H -2.0747 -2.3615 2.5149
H -0.1046 -1.3688 1.4149
H -0.7215 -1.8450 -0.1699
H -0.5009 -4.2223 0.4093
H -0.0799 -3.8140 2.0732
H 1.9913 -2.7036 1.3264
H 1.9325 -4.4093 0.7937
H 1.6746 -4.1716 -3.7002
H 2.2084 -2.1464 -5.4812
H 2.7271 0.4098 -5.2695
*
```

=====

The largest force on an atom results, record by record, are as follows: 2.1; 0.7; 1.1 eV Å⁻¹.